No. 1
85
Properties=species:S:1:pos:R:3:mulliken_charge:R:1 method="wB97M-V/def2-TZVPD" homo_energy_ev=-10.21 total_charge=+1 e_above_lowest_kcal_mol=15.9 orbital_gap_ev=7.70 mol_weight_g_mol=827.7 energy_ev=-141869.764 e_lumo_ev=-2.51
Ca 2.4184 -1.0368 -0.2136 1.364
C 4.1049 2.8334 -0.9211 -1.265
C 4.6859 1.6588 -0.1788 0.699
C 4.1069 1.2311 1.0190 -0.302
C 4.6063 0.1233 1.7009 -0.359
C 5.7192 -0.5493 1.2106 -0.251
C 6.3288 -0.1040 0.0468 -0.862
C 5.8070 0.9796 -0.6490 -0.301
H 4.8038 3.2291 -1.6556 0.453
H 3.8389 3.6352 -0.2317 0.310
H 3.1940 2.5383 -1.4492 0.135
H 3.3011 1.8115 1.4535 0.266
H 4.1687 -0.1699 2.6486 0.482
H 6.1276 -1.3909 1.7535 0.412
H 7.2229 -0.5948 -0.3144 0.395
H 6.2935 1.3219 -1.5545 0.412
I 0.9514 -3.3420 1.5218 0.120
C 1.9185 -4.7002 0.1815 0.077
C 1.4149 -5.9689 0.2110 -0.754
C 2.0448 -6.9845 -0.5306 -0.691
C 3.1985 -6.7042 -1.2017 -0.824
C 3.7333 -5.3951 -1.2195 0.908
C 4.9677 -5.1440 -1.8638 -0.739
C 5.4881 -3.8864 -1.9007 -1.084
C 4.7432 -2.8086 -1.3716 0.119
C 3.5373 -2.9769 -0.7218 -0.784
C 3.0510 -4.3121 -0.5789 0.881
H 0.5522 -6.2086 0.8178 0.415
H 1.6276 -7.9821 -0.5373 0.391
H 3.7308 -7.4864 -1.7296 0.370
H 5.4835 -5.9855 -2.3102 0.358
H 6.4496 -3.6943 -2.3616 0.384
H 5.1678 -1.8127 -1.4745 0.272
C -0.9538 2.3029 -1.0965 -0.816
C -2.0330 2.7045 -0.1092 -0.895
As -3.5857 3.6538 -0.9233 0.210
C -4.7640 3.4850 0.6352 -0.162
C -6.1237 3.6905 0.4038 -0.228
C -7.0495 3.5481 1.4237 -0.650
C -6.6255 3.2093 2.7020 -0.420
C -5.2742 3.0287 2.9498 -0.797
C -4.3482 3.1687 1.9236 0.203
C -4.2152 2.0604 -1.8835 -0.091
C -4.8423 0.9902 -1.2520 0.138
C -5.2287 -0.1265 -1.9775 -0.745
C -4.9809 -0.1931 -3.3418 -0.471
C -4.3407 0.8597 -3.9779 -0.663
C -3.9655 1.9815 -3.2518 -0.212
P 0.2947 1.0515 -0.4540 0.201
C -0.7678 -0.4280 -0.2180 1.051
C -0.7924 -1.3100 -1.3024 -0.687
C -1.6600 -2.3909 -1.3234 -1.013
C -2.5231 -2.5975 -0.2584 -0.582
C -2.4911 -1.7457 0.8362 -1.035
C -1.6118 -0.6751 0.8666 -0.875
C 0.6745 1.6377 1.2367 1.701
C 0.8716 0.7408 2.2864 -0.032
C 1.2492 1.1882 3.5451 -0.893
C 1.4560 2.5410 3.7648 -0.749
C 1.3006 3.4398 2.7170 -0.851
C 0.9228 2.9924 1.4609 -1.165
H -0.3931 3.1729 -1.4463 0.588
H -1.3927 1.8287 -1.9783 0.548
H -1.6318 3.3517 0.6674 0.716
H -2.4647 1.8247 0.3593 0.090
H -6.4575 3.9534 -0.5946 0.364
H -8.1018 3.6989 1.2211 0.394
H -7.3458 3.0958 3.5014 0.395
H -4.9370 2.7743 3.9469 0.396
H -3.2970 3.0322 2.1505 0.433
H -5.0475 1.0346 -0.1886 0.381
H -5.7342 -0.9438 -1.4777 0.425
H -5.2985 -1.0581 -3.9098 0.424
H -4.1461 0.8137 -5.0418 0.431
H -3.4840 2.8147 -3.7529 0.419
H -0.1448 -1.1281 -2.1575 0.556
H -1.6686 -3.0641 -2.1702 0.548
H -3.2169 -3.4275 -0.2808 0.536
H -3.1633 -1.9099 1.6689 0.496
H -1.5787 -0.0467 1.7466 0.440
H 0.7065 -0.3225 2.1331 0.109
H 1.3700 0.4777 4.3530 0.495
H 1.7413 2.8949 4.7463 0.443
H 1.4736 4.4960 2.8775 0.460
H 0.8327 3.7051 0.6492 0.434

***

No. 2
98
Properties=species:S:1:pos:R:3:mulliken_charge:R:1 method="wB97M-V/def2-TZVPD" homo_energy_ev="-1.01 / -1.60" total_charge=-2 e_above_lowest_kcal_mol=60.9 orbital_gap_ev="4.98 / 5.57" mol_weight_g_mol=1134.9 energy_ev=-224603.894 multiplicity=2 e_lumo_ev="3.97 / 3.97"
Ti -0.3881 0.9921 -1.1441 0.343
Cl -5.4926 4.0368 -5.1696 -0.300
C -4.1454 3.6105 -4.1217 0.279
C -3.0184 4.4197 -4.1129 -0.842
C -1.9647 4.0708 -3.2700 -0.487
C -2.0177 2.9484 -2.4592 -0.136
O -0.9936 2.6660 -1.6482 -0.141
C -3.1902 2.1324 -2.4571 0.980
C -3.3566 1.0694 -1.5402 -0.782
N -2.4160 0.6922 -0.6295 1.234
C -2.8539 -0.0615 0.4494 -0.173
C -3.8337 -1.0313 0.3773 -0.125
C -4.2651 -1.7308 1.5188 -1.203
C -3.7576 -1.4546 2.7558 -1.121
C -2.7834 -0.4374 2.8929 1.416
C -2.2732 -0.0351 4.1466 -0.785
C -1.3938 1.0037 4.2147 -0.485
C -0.9951 1.6286 3.0170 -0.415
N -1.4238 1.2699 1.8349 0.144
C -2.3171 0.2547 1.7485 -0.292
C -4.2461 2.4967 -3.3214 -1.186
H -2.9620 5.2964 -4.7428 0.397
H -1.0633 4.6711 -3.2374 0.410
H -4.3518 0.6427 -1.4638 0.387
H -4.2493 -1.2877 -0.5877 0.546
H -5.0148 -2.5061 1.4074 0.386
H -4.0951 -1.9892 3.6366 0.382
H -2.5866 -0.5621 5.0412 0.374
H -0.9990 1.3478 5.1620 0.385
H -0.2927 2.4565 3.0492 0.412
H -5.1455 1.8930 -3.3411 0.334
C 3.9555 -1.7416 -1.5301 -1.969
C 2.8803 -1.1389 -0.6400 1.110
S 3.4525 0.1925 0.3537 -0.227
C 1.6212 -1.6080 -0.7369 -0.042
C 1.2831 -2.7728 -1.6454 -1.669
S 0.1746 -0.9911 0.1195 -0.191
H 4.9213 -1.3192 -1.2659 0.452
H 3.7553 -1.5116 -2.5812 0.255
H 4.0102 -2.8296 -1.4229 0.321
H 2.1449 -3.4196 -1.8215 0.482
H 0.9256 -2.4076 -2.6126 0.061
H 0.4813 -3.3687 -1.2034 0.301
F 0.0770 -4.0989 7.9140 -0.375
C 0.5722 -3.2938 6.9316 0.414
C 1.7851 -2.6700 7.1368 -0.774
C 2.2825 -1.8465 6.1316 -0.169
C 1.5853 -1.6375 4.9417 -0.166
C 0.3652 -2.2981 4.7844 -0.696
C -0.1524 -3.1338 5.7708 -0.623
Sb 2.2384 -0.4521 3.1660 0.920
C 3.5438 0.8841 4.2633 -0.102
C 3.2145 1.3517 5.5357 -0.611
C 3.9320 2.3801 6.1388 -0.673
C 4.9797 2.9420 5.4408 0.449
F 5.6849 3.9494 6.0236 -0.366
C 5.3348 2.5239 4.1761 -0.771
C 4.6056 1.4953 3.5903 -0.165
C 3.7130 -2.0085 2.8694 0.594
C 4.9504 -2.0273 3.5039 -0.353
C 5.8401 -3.0816 3.3169 -0.778
C 5.4655 -4.1143 2.4865 0.387
F 6.3262 -5.1567 2.3072 -0.379
C 4.2534 -4.1318 1.8298 -0.493
C 3.3804 -3.0700 2.0278 -0.594
H 2.3235 -2.8395 8.0617 0.424
H 3.2455 -1.3674 6.2819 0.427
H -0.2008 -2.1605 3.8661 0.519
H -1.0978 -3.6473 5.6464 0.473
H 2.3872 0.9016 6.0743 0.428
H 3.6836 2.7501 7.1256 0.412
H 6.1518 3.0058 3.6546 0.448
H 4.8615 1.1676 2.5867 0.455
H 5.2359 -1.2076 4.1537 0.295
H 6.8093 -3.1034 3.7996 0.423
H 4.0083 -4.9549 1.1708 0.443
H 2.4341 -3.0591 1.4979 0.399
C -1.5113 -2.9044 -4.9768 -1.300
Si -2.1855 -1.8151 -3.5913 0.665
C -3.8966 -1.2461 -4.1447 -1.157
C -2.3322 -2.8808 -2.0453 -0.725
Se -0.7584 -0.0824 -3.4114 -0.525
H -2.2811 -3.5788 -5.3657 0.340
H -0.6757 -3.5074 -4.6124 0.307
H -1.1434 -2.2830 -5.7972 0.327
H -4.4817 -2.0774 -4.5537 0.427
H -3.7931 -0.4771 -4.9141 0.242
H -4.4539 -0.8087 -3.3133 0.272
H -1.8878 -3.8642 -2.2233 0.553
H -3.3735 -3.0305 -1.7484 0.429
H -1.7952 -2.4169 -1.2139 -0.258
Cl 0.9486 2.7279 0.5817 -0.084
C 2.0893 3.1420 -0.7111 0.131
Cl 3.5636 3.8662 -0.0727 -0.164
C 2.3502 1.9442 -1.6632 0.445
O 3.2319 2.0424 -2.4725 -0.675
O 1.2526 1.2213 -1.7947 -0.167
H 1.5875 3.8885 -1.3200 0.278

***

No. 3
93
Properties=species:S:1:pos:R:3:mulliken_charge:R:1 method="wB97M-V/def2-TZVPD" homo_energy_ev=-7.87 total_charge=0 e_above_lowest_kcal_mol=0.0 orbital_gap_ev=7.37 mol_weight_g_mol=1071.5 energy_ev=-96150.847 e_lumo_ev=-0.50
Pt 0.7490 -0.2988 -0.1105 1.886
Te -2.5897 1.0512 -3.6027 0.367
C -1.4972 1.0195 -5.4211 0.073
C -0.2173 1.5538 -5.5106 0.050
C 0.4617 1.4617 -6.7164 -0.307
N -0.0447 0.9010 -7.8140 -0.649
C -1.2773 0.4106 -7.7228 -0.382
C -2.0370 0.4393 -6.5605 -0.437
C -1.1004 0.4799 -2.3071 -1.275
P -0.6416 -1.0734 -1.6869 1.429
C 0.2357 -2.1348 -2.8676 0.046
C 0.6625 -3.4031 -2.4711 -0.210
C 1.3718 -4.2021 -3.3511 -0.773
C 1.6552 -3.7436 -4.6336 -0.583
C 1.2331 -2.4848 -5.0306 -0.532
C 0.5258 -1.6795 -4.1461 -0.357
C -2.0344 -2.0858 -1.1241 0.410
C -2.6664 -3.0014 -1.9579 -0.583
C -3.7775 -3.7011 -1.5052 -0.696
C -4.2574 -3.4923 -0.2214 -0.547
C -3.6300 -2.5780 0.6170 -1.012
C -2.5236 -1.8770 0.1661 0.091
P -0.1328 1.4464 -1.2323 -0.391
C -1.1502 2.4407 -0.0941 0.740
C -2.4649 2.0517 0.1509 -0.497
C -3.2482 2.7554 1.0543 -0.725
C -2.7187 3.8484 1.7271 -0.615
C -1.4034 4.2309 1.4996 -0.731
C -0.6212 3.5315 0.5920 -0.757
C 0.9295 2.6580 -2.0415 0.852
C 0.3823 3.8356 -2.5541 -0.244
C 1.1859 4.7197 -3.2551 -0.698
C 2.5371 4.4434 -3.4305 -0.553
C 3.0871 3.2813 -2.9116 -0.871
C 2.2802 2.3835 -2.2266 -0.667
H 0.2604 2.0212 -4.6590 0.262
H 1.4661 1.8625 -6.8030 0.407
H -1.6793 -0.0441 -8.6220 0.368
H -3.0240 -0.0057 -6.5512 0.384
H 0.4364 -3.7645 -1.4735 0.409
H 1.7060 -5.1833 -3.0397 0.410
H 2.2093 -4.3705 -5.3203 0.388
H 1.4524 -2.1217 -6.0266 0.505
H 0.2092 -0.6899 -4.4441 0.292
H -2.2880 -3.1731 -2.9582 0.470
H -4.2676 -4.4116 -2.1580 0.427
H -5.1206 -4.0430 0.1291 0.406
H -4.0028 -2.4175 1.6209 0.450
H -2.0247 -1.1615 0.8125 0.337
H -2.8730 1.1960 -0.3753 0.152
H -4.2736 2.4541 1.2274 0.458
H -3.3316 4.4044 2.4252 0.438
H -0.9859 5.0817 2.0229 0.443
H 0.4033 3.8376 0.4169 0.449
H -0.6690 4.0559 -2.4090 0.424
H 0.7605 5.6297 -3.6581 0.450
H 3.1661 5.1454 -3.9622 0.418
H 4.1451 3.0831 -3.0130 0.445
H 2.7033 1.4704 -1.8232 0.650
N 4.7449 4.0039 -0.1297 -0.568
C 4.4221 3.0680 0.4670 0.524
N 4.1366 1.9895 1.1819 -0.803
C 3.0197 1.4050 1.1276 0.387
N 1.9931 0.8297 1.1826 -0.737
C -1.5695 1.4812 5.0820 -1.608
C -0.7812 0.9397 3.8985 0.367
C -0.1640 -0.4125 4.2233 -0.631
N 0.6173 -0.8743 3.0796 0.839
C 0.6887 -2.0848 2.5727 0.200
S 1.2633 -2.3974 0.9970 -0.685
N 0.2731 -3.1685 3.3014 0.049
C 0.3329 -3.4328 4.6874 0.034
O -0.4011 -4.2718 5.1446 -0.595
C 1.3181 -2.6753 5.5050 0.213
C 1.0000 -2.4328 6.8382 -0.283
C 1.8905 -1.7446 7.6440 -0.663
C 3.1065 -1.3176 7.1247 -0.361
C 3.4377 -1.5866 5.8040 -0.791
C 2.5432 -2.2634 4.9894 0.176
H -1.9954 2.4555 4.8473 0.406
H -0.9332 1.5942 5.9620 0.377
H -2.3924 0.8137 5.3465 0.369
H 0.0169 1.6362 3.6256 0.306
H -1.4258 0.8468 3.0201 -0.116
H -0.9397 -1.1515 4.4388 0.558
H 0.4757 -0.3368 5.1060 -0.011
H 1.0284 -0.1421 2.4978 -0.071
H -0.0486 -3.9526 2.7499 0.280
H 0.0530 -2.7861 7.2243 0.464
H 1.6407 -1.5436 8.6771 0.414
H 3.8032 -0.7805 7.7550 0.411
H 4.3929 -1.2705 5.4070 0.440
H 2.8113 -2.4805 3.9631 0.414